Record 1
{
  "formula": "F6H24O12P",
  "method": "ωB97M-V/def2-TZVPD",
  "symbols": ["O", "H", "H", "H", "H", "O", "H", "O", "H", "H", "F", "H", "F", "O", "H", "H", "O", "H", "O", "F", "H", "F", "H", "H", "H", "O", "H", "O", "O", "H", "F", "P", "F", "H", "H", "O", "O", "H", "H", "O", "H", "H", "H"],
  "positions_angstrom": [[0.15491, -2.96474, 0.60870], [0.61801, 2.56293, -1.76630], [0.40805, -3.27203, -0.28174], [-3.11766, -1.32488, 1.42732], [1.84333, 2.41930, 1.29017], [0.21074, 3.88782, 1.50652], [1.60020, -1.17754, 1.17650], [2.60472, 1.96734, 0.93618], [-0.61596, -2.48387, 0.48264], [-0.02157, -1.71398, 2.63305], [-1.38680, -0.77653, 0.42679], [2.27556, 0.05362, 0.86498], [-0.13794, 0.79133, 1.27116], [2.72992, 0.18411, -2.01002], [-2.29677, 1.00617, 2.90363], [1.34524, 2.49726, -3.08080], [1.34695, 2.95556, -2.25903], [3.16551, 2.71965, 0.81450], [0.58661, -1.03580, 2.81796], [-0.77597, 2.24078, -0.48009], [1.04625, -1.44323, -3.59764], [-2.05816, 0.56629, -1.23980], [1.75274, -1.72545, -1.67583], [1.97742, 0.16192, -1.39271], [-2.18479, -2.56079, -1.77296], [-3.46771, -1.84124, 2.12574], [-0.07912, 3.51300, 2.34421], [0.28039, -0.90026, -3.87719], [2.43999, -0.90199, 0.83811], [2.42913, 0.64307, -2.76149], [0.18638, 0.25450, -0.83865], [-1.07725, 0.72612, 0.01056], [-2.26171, 1.23499, 0.90820], [-0.27294, 3.40406, 0.85621], [-3.35219, -1.23419, 2.87361], [-2.05464, -1.83251, -2.39818], [1.53380, -2.62279, -1.94566], [0.41607, -0.24570, 2.28775], [-2.55540, 0.77290, 4.41880], [-2.27880, 0.35676, 3.59935], [1.73479, -2.71579, -2.87530], [-0.37927, -1.07530, -3.22319], [-2.31206, -1.07089, -1.94610]],
  "forces_ev_per_a": [[2.148, -2.013, -0.107], [0.051, 0.009, 0.096], [0.140, 0.330, 0.434], [0.609, 0.635, -1.262], [-0.957, 0.090, 0.242], [0.684, 0.553, 1.094], [-0.606, -1.325, 0.572], [-0.191, -0.257, 0.226], [-2.145, 1.408, -0.376], [-1.327, -1.014, -0.609], [-0.759, -1.131, -0.020], [0.942, 0.071, -0.156], [1.030, 2.030, 0.845], [0.478, -1.336, 1.430], [-0.056, 0.479, -0.397], [-0.060, -0.478, -1.037], [-0.020, 0.670, 0.762], [0.974, 0.399, -0.484], [1.639, 1.149, 1.303], [0.085, 0.467, 0.449], [-1.053, 0.944, -0.280], [-0.404, 0.180, -0.513], [0.485, 0.155, 0.065], [0.573, 0.397, -0.141], [0.151, 0.269, -0.270], [-0.723, -0.536, 1.262], [0.006, 0.049, 0.031], [1.654, 0.061, -1.008], [0.427, 0.935, -0.871], [-0.705, 0.878, -1.284], [0.055, -0.326, -0.742], [0.290, -0.529, -1.475], [-1.392, 0.810, 0.726], [-0.559, -0.526, -0.947], [0.106, -0.208, -0.015], [0.485, -2.521, -1.067], [-0.365, -0.732, 0.333], [-0.399, -0.936, 0.596], [0.022, 0.187, -0.094], [-0.090, -0.632, 0.611], [0.358, -0.198, 0.036], [-0.908, -0.483, 0.829], [-0.671, 2.022, 1.211]],
  "charge": -1,
  "e_above_lowest_kj_mol": 152.5
}

***

Record 2
{
  "formula": "C31H45MgN2P2S",
  "method": "ωB97M-V/def2-TZVPD",
  "symbols": ["H", "H", "H", "Mg", "C", "C", "P", "C", "H", "H", "H", "H", "C", "H", "P", "C", "H", "H", "C", "H", "C", "C", "H", "H", "H", "H", "H", "H", "C", "H", "C", "H", "C", "H", "C", "H", "C", "H", "H", "C", "H", "H", "C", "H", "C", "C", "H", "C", "C", "H", "H", "C", "H", "H", "H", "H", "H", "C", "H", "H", "C", "S", "H", "H", "H", "C", "C", "H", "C", "H", "H", "N", "C", "C", "C", "N", "H", "H", "H", "C", "C", "C"],
  "positions_angstrom": [[0.45453, 6.73530, 0.54000], [2.92996, -1.95640, 6.23481], [-0.40002, -3.88465, -2.89727], [0.58693, -0.40516, 0.50110], [-0.61280, 2.22095, -0.36583], [-4.58770, 0.93186, -1.32833], [-1.38300, -2.02274, 0.20181], [3.78078, -2.53486, 2.97128], [5.41651, 0.62901, -0.35762], [-0.35123, 1.45761, -3.52903], [-0.18168, -0.00891, -2.76088], [2.06689, 4.05869, -1.40466], [0.69674, 2.52259, -0.84601], [-1.11288, -4.97098, 1.65491], [1.74373, 1.12339, -1.19807], [1.74749, 0.97035, -3.11966], [-3.07060, -2.87300, -2.14628], [2.07829, 2.12737, -4.93805], [1.14048, 3.84030, -0.90432], [-2.84055, 2.14969, -1.82825], [-0.82663, 4.52091, 0.31677], [-6.48572, -0.50833, -0.54763], [0.05776, -3.76477, 2.30636], [0.75037, -3.30905, -1.62212], [1.82102, -0.20979, 5.19988], [0.20660, 0.09667, -4.43925], [-1.19930, 5.32185, 0.98746], [-2.30250, 3.02027, 0.78325], [3.69971, 2.04813, 0.58580], [3.62054, 2.41988, -1.49807], [-2.67823, -0.88374, -0.26239], [-4.39616, -2.07312, 0.30468], [-1.35808, 3.23087, 0.30980], [-5.35740, 1.46968, -1.86545], [3.81882, -2.69106, 4.41939], [2.88468, 2.70550, 0.94209], [-2.28871, 0.45163, -0.63959], [4.62210, 2.56250, 0.65724], [3.77666, 1.23822, 1.31785], [4.62300, 0.51528, -1.05488], [4.37330, -3.16193, 2.33559], [-1.00839, -1.76371, 3.43983], [0.31328, 0.61823, -3.50742], [3.04485, -1.36024, 1.38153], [2.99004, -1.50117, 2.44778], [3.53062, 1.53848, -0.82581], [5.07538, 0.61886, -2.04946], [0.36054, 4.87716, -0.34675], [-1.36499, -3.49219, -0.95624], [-6.99931, 0.39838, -0.83646], [-6.66656, -0.75660, 0.52575], [-1.00358, -4.06043, 2.24652], [-3.52152, -4.01645, -0.94274], [-2.85452, -3.34165, 1.57502], [-0.40279, -2.24461, -2.40596], [4.34309, -3.48805, 4.93476], [1.84129, 6.42971, -0.64884], [-0.27792, -3.24578, -2.01358], [-6.86164, -1.29578, -1.25832], [4.12778, -0.49296, -0.96428], [-3.23377, 1.25324, -1.31188], [0.98409, 0.51234, 2.68656], [-1.04225, -4.33664, -0.33927], [-2.33371, -0.93587, 2.62038], [0.16678, 6.77506, -1.23782], [0.77339, 6.30481, -0.42897], [-2.69103, -3.72933, -1.59790], [-2.66091, -2.25649, 3.74789], [-5.03782, -0.24138, -0.69217], [-1.29117, -4.34866, 3.28451], [1.98728, 3.14781, -3.44853], [-0.96456, 0.88293, -0.38760], [-4.04968, -1.13126, -0.14771], [-1.87766, -2.89975, 1.76644], [2.34091, 2.16884, -3.88556], [2.27097, -0.88462, 4.57767], [-2.57481, -4.60362, -2.26751], [3.42666, 2.15252, -3.86377], [2.38089, 0.06318, -3.22361], [-1.95230, -1.90572, 2.95691], [2.18912, -0.67243, 3.22554], [3.06026, -1.84616, 5.15464]],
  "forces_ev_per_a": [[0.574, 0.395, -0.588], [0.295, 0.244, -0.386], [0.172, -0.217, 0.371], [-1.371, 0.815, -1.141], [0.050, -0.104, 0.511], [0.498, -1.391, 0.275], [0.677, -1.314, 0.905], [-0.852, 1.455, 2.194], [0.531, -0.017, 0.772], [-0.123, 0.930, -0.172], [0.294, -0.202, 0.075], [0.378, 0.228, 0.119], [-0.552, 0.560, 0.415], [0.201, 0.123, -0.089], [1.121, -1.148, -1.397], [0.100, -0.691, 1.093], [0.241, 0.109, -0.302], [-0.303, -0.002, -0.093], [-1.191, 0.714, 0.551], [-0.458, -0.463, 0.502], [0.369, 0.317, 0.717], [-0.481, -0.817, -0.033], [-0.196, -0.166, -0.164], [-0.386, -0.158, -0.071], [-0.171, -0.383, -0.418], [0.290, -0.130, -0.687], [-0.457, -0.652, -0.683], [-0.048, -0.191, 0.096], [-1.425, 0.044, 0.981], [0.590, -0.389, 0.309], [-0.408, 1.327, 0.381], [0.127, 0.414, -0.274], [1.211, 0.592, -1.047], [0.312, 0.543, -0.024], [-0.176, -0.262, -1.839], [0.400, -0.195, -0.252], [1.584, 0.108, 0.289], [0.968, 0.754, 0.075], [-0.163, -0.195, -0.118], [-1.561, -1.203, -1.691], [0.117, -0.186, -0.240], [0.771, 0.091, 0.080], [-0.314, -0.448, 0.681], [-0.194, 0.180, -0.261], [1.302, -1.572, -0.299], [-0.750, 2.094, -0.296], [-0.261, -0.325, 0.107], [0.621, -1.657, -0.580], [1.003, 0.778, 0.224], [-0.466, 0.174, 0.281], [-0.420, 0.029, -0.969], [0.349, -0.251, 0.334], [0.355, 0.109, 0.350], [-0.325, 0.234, 0.009], [0.043, 0.442, -0.163], [0.105, 0.137, -0.312], [-0.350, 0.101, 0.255], [-0.061, 0.142, -0.287], [0.349, 0.427, 0.951], [0.930, 0.542, -0.079], [0.008, 0.645, -0.333], [1.439, -0.985, 0.606], [-0.266, 0.072, -0.045], [0.108, 0.026, 0.146], [0.564, 0.011, 0.559], [-0.845, 0.283, -0.014], [-0.974, -1.288, -0.563], [0.503, 0.071, -0.668], [2.241, -0.543, 0.665], [0.037, 0.315, -0.666], [0.252, -0.980, -0.603], [-1.165, -1.422, 0.088], [-1.217, 0.354, -1.035], [-0.159, 0.272, 1.137], [-0.304, 0.417, 0.966], [0.812, -0.022, -0.090], [-0.169, 0.521, -0.015], [0.172, 0.078, 0.191], [-0.231, 0.465, -0.330], [-1.797, -0.061, -0.331], [-1.524, 0.945, 0.960], [-0.947, 0.404, 0.429]],
  "charge": 1
}

***

Record 3
{
  "formula": "C4H10NO",
  "method": "ωB97M-V/def2-TZVPD",
  "symbols": ["H", "O", "C", "H", "H", "H", "H", "H", "C", "C", "H", "H", "C", "H", "N", "H"],
  "positions_angstrom": [[-0.52315, -0.76040, -1.23473], [-2.59300, 0.08326, -0.64034], [0.50733, 1.16237, 2.13384], [-0.74945, -0.30651, 1.02952], [0.54784, 0.54817, 3.03131], [2.30478, -1.29689, -1.85423], [-0.20288, 1.98385, 2.12690], [1.47811, 1.63004, 1.98542], [0.96383, 0.10681, -0.06746], [0.16973, 0.26034, 0.98092], [-3.01163, -0.38346, -1.38288], [1.89149, 0.63859, -0.22982], [1.23446, -1.29787, -1.98134], [0.78190, -1.88764, -2.76466], [0.48959, -0.70989, -1.14140], [-3.28892, 0.22923, 0.00897]],
  "forces_ev_per_a": [[-0.206, 0.012, 0.135], [0.258, -0.460, -0.553], [0.416, -0.414, -0.959], [-0.175, 0.058, -0.049], [-0.359, 0.433, 0.295], [0.176, 0.263, -0.049], [-0.364, -0.123, 0.603], [0.160, -0.120, 0.011], [-0.556, 0.176, -0.043], [0.485, 0.360, 0.470], [-0.131, 0.335, 0.425], [0.061, -0.232, -0.065], [-0.156, -0.655, -0.168], [-0.018, 0.060, -0.133], [0.469, 0.330, 0.136], [-0.061, -0.021, -0.056]],
  "charge": 1,
  "e_above_lowest_kj_mol": 118.4
}

***

Record 4
{
  "formula": "C5H13NS",
  "method": "ωB97M-V/def2-TZVPD",
  "symbols": ["H", "H", "H", "H", "C", "H", "H", "S", "H", "C", "H", "C", "H", "C", "H", "H", "C", "H", "N", "H"],
  "positions_angstrom": [[0.00795, -1.90243, -0.88992], [-0.39425, -0.58426, 1.55064], [-0.15817, 2.50052, 0.38435], [1.07226, -0.24338, -0.57912], [-0.81138, -0.18762, 0.71061], [1.84996, 3.33458, 1.29004], [-1.02783, -3.91773, -1.94166], [2.07178, 2.07979, 1.09265], [-2.52931, -3.18144, -1.15983], [-1.66420, -1.18417, -0.00215], [1.06721, 2.30558, -1.23105], [-1.57566, -2.95883, -1.60728], [-1.42581, 0.70438, 1.12415], [0.76044, 1.82745, -0.11027], [-2.61489, -1.56585, 0.40434], [-2.14222, -0.54369, -0.87654], [0.19896, 0.44247, -0.37088], [-0.29372, 0.40621, -1.33099], [-0.91206, -2.28126, -0.49566], [-1.62421, -2.25614, -2.47735]],
  "forces_ev_per_a": [[-1.651, -0.811, 1.014], [1.793, -1.193, 2.162], [2.198, -1.575, -1.811], [-0.606, 0.470, 0.604], [-1.104, 3.520, -1.816], [-0.314, 1.385, 0.163], [-0.874, 1.494, 0.725], [0.724, -2.042, -0.085], [-0.767, -0.473, -0.714], [-2.403, 1.477, -2.437], [-0.810, -1.115, 3.202], [1.209, -0.351, -0.255], [0.638, -1.401, -0.869], [-2.618, 3.437, -1.761], [0.610, 0.140, 0.935], [0.773, -0.957, 0.832], [1.087, -1.730, 1.297], [-0.510, 0.498, -0.223], [3.123, -0.120, -1.333], [-0.499, -0.653, 0.371]],
  "smiles": "CNCCCCS",
  "e_above_lowest_kj_mol": 203.9
}

***

no.,electronic energy (Eh),Kohn-Sham gap (eV)
1,-1858.153245,9.512
2,-2598.592129,4.905
3,-288.117979,9.448
4,-651.166308,9.734